{
  "formula": "C16H20Co2F12N5O23",
  "method": "ωB97M-V/def2-TZVPD",
  "species": ["Co", "Co", "F", "F", "F", "F", "F", "F", "F", "F", "F", "F", "F", "F", "O", "O", "O", "O", "O", "O", "O", "O", "O", "O", "O", "O", "O", "O", "O", "O", "O", "O", "O", "O", "O", "O", "O", "N", "N", "N", "N", "N", "C", "C", "C", "C", "C", "C", "C", "C", "C", "C", "C", "C", "C", "C", "C", "C", "H", "H", "H", "H", "H", "H", "H", "H", "H", "H", "H", "H", "H", "H", "H", "H", "H", "H", "H", "H"],
  "positions_angstrom": [[-0.115, -0.615, -0.962], [1.318, -4.148, -3.670], [-2.946, -3.054, 3.032], [8.621, -3.136, 1.898], [-3.356, -2.897, 0.943], [-1.392, 1.194, -4.680], [-6.572, 3.106, 0.393], [-3.665, -1.159, 2.264], [-5.559, 1.713, 1.621], [-3.309, 2.101, -4.681], [8.550, -1.351, 3.077], [-1.608, 2.662, -3.225], [-5.682, 3.643, 2.366], [7.298, -2.982, 3.651], [2.164, -3.119, -1.877], [6.269, -0.537, 2.014], [-4.003, 2.998, -0.739], [-4.018, 0.216, -2.929], [1.830, -0.119, -4.613], [1.090, -2.081, -4.338], [-1.111, -1.039, 0.894], [3.160, -3.142, -0.047], [-3.233, 3.721, 1.323], [0.463, 1.390, -0.607], [-1.257, -2.375, -1.539], [-1.975, 0.304, -1.892], [4.913, -1.774, -1.987], [6.184, -2.523, 0.908], [1.426, -1.877, -0.294], [1.612, 2.192, -2.122], [0.778, 3.550, -0.718], [-0.599, -3.978, -2.863], [-0.599, -2.151, 2.918], [0.399, -0.568, -3.078], [4.743, -0.481, -3.635], [3.580, -0.147, -1.984], [-2.691, -3.642, -2.483], [1.106, -0.892, -4.061], [4.397, -0.845, -2.536], [0.949, 2.398, -1.106], [2.261, -2.727, -0.720], [-1.540, -3.349, -2.302], [-5.569, 2.996, 1.264], [-1.997, 4.212, 0.838], [-1.458, 5.292, 1.721], [-4.583, -0.732, -2.042], [-4.213, 3.270, 0.492], [-2.899, -2.230, 2.004], [0.669, -1.553, 3.082], [-1.469, -1.750, 1.885], [5.068, 0.030, 1.464], [-2.301, 1.696, -3.882], [7.853, -2.300, 2.625], [0.705, -0.159, 3.831], [6.625, -1.793, 1.787], [3.974, -0.134, 2.461], [-6.071, -0.341, -1.776], [-2.716, 0.577, -2.878], [1.079, -1.542, 2.073], [4.365, 0.291, 3.386], [-1.225, 3.447, 0.922], [-1.024, 4.860, 2.623], [-2.277, 5.906, 2.096], [-6.444, -1.077, -1.064], [1.708, -0.014, 4.233], [-4.621, -1.724, -2.493], [1.351, -2.243, 3.579], [3.227, 0.595, 2.148], [0.030, -0.217, 4.685], [-0.733, 5.937, 1.225], [5.244, 1.091, 1.290], [-6.232, 0.628, -1.302], [4.869, -0.313, 0.449], [3.645, -1.172, 2.443], [-2.168, 4.656, -0.143], [-6.644, -0.472, -2.694], [0.364, 0.639, 3.170], [-4.012, -0.842, -1.120]],
  "mulliken_spin": [2.812, 1.961, 0.000, 0.000, 0.000, 0.000, 0.000, 0.000, 0.000, 0.000, 0.000, 0.000, 0.000, 0.000, -0.002, 0.001, 0.000, 0.002, 0.011, 0.012, 0.018, 0.000, 0.000, 0.031, 0.026, 0.015, 0.208, 0.000, 0.042, 0.005, 0.004, 0.013, 0.001, 0.017, 0.396, 0.412, 0.004, 0.001, -0.017, 0.000, 0.013, 0.003, 0.000, 0.000, 0.000, 0.000, 0.000, 0.001, 0.001, 0.006, 0.004, -0.001, 0.000, 0.000, 0.000, 0.001, 0.000, 0.007, 0.001, 0.000, 0.000, 0.000, 0.000, 0.000, 0.000, 0.000, 0.000, 0.000, 0.000, 0.000, -0.001, 0.000, -0.006, 0.000, 0.000, 0.000, 0.000, 0.000],
  "s_squared": 12.0239,
  "e_homo_ev": [-6.1, -5.3],
  "charge": -1,
  "e_lumo_ev": [1.6, -1.1],
  "de_lowest_kcal_mol": 9.2,
  "homo_lumo_gap_ev": [7.6914, 4.2282],
  "multiplicity": 7
}